{
  "formula": "C8H13N2",
  "method": "the ωB97M-V functional and the def2-TZVPD basis",
  "smiles": "C[C@@H]1C(C)(C)[C@]12C=NC=[NH+]2",
  "e_homo_ev": -14.124,
  "e_above_lowest_kj_mol": 386.8,
  "total_energy_ev": -11477.4795,
  "charge": 1,
  "orbital_gap_ev": 9.11,
  "elements": ["C", "C", "C", "C", "C", "C", "C", "C", "N", "N", "H", "H", "H", "H", "H", "H", "H", "H", "H", "H", "H", "H", "H"],
  "coordinates": [[-1.50573, -0.92399, 0.65786], [-2.87225, 0.31633, -0.38172], [-0.76733, 0.11053, 0.07503], [0.62864, -0.61051, -0.83317], [0.98945, -2.01109, -0.87869], [1.27835, 0.30713, 1.68229], [0.97083, 1.75773, -0.22891], [0.69725, 0.36946, 0.26757], [-2.80267, -0.66298, 0.48137], [-1.64938, 0.84370, -0.72775], [-1.21551, -1.76480, 1.21476], [-3.88224, 0.50302, -0.66088], [0.47568, -0.08018, -1.86709], [0.32607, -2.79376, -1.32158], [1.88645, -2.21717, -1.56400], [1.47863, -2.27490, -0.04233], [0.98696, -0.66923, 2.16219], [0.75823, 1.05376, 2.30957], [2.38376, 0.37098, 1.47992], [1.94377, 1.86110, -0.56856], [0.33276, 2.22677, -1.03296], [0.99364, 2.49165, 0.72250], [-1.43535, 1.79644, -0.94540]],
  "forces_ev_per_a": [[-0.8, 1.9, 0.0], [0.3, 0.5, 0.3], [0.8, -2.1, -0.7], [-0.9, 2.4, -1.9], [0.6, -1.4, -3.6], [-0.3, -2.4, -0.5], [-1.1, 3.4, 1.9], [-0.1, 1.4, -0.6], [0.1, -1.6, -0.3], [-1.4, -1.1, 1.7], [0.7, -0.8, 0.6], [-0.2, 1.3, -1.0], [0.3, -1.1, 2.1], [-0.1, 0.9, 0.8], [-1.0, 1.2, 0.2], [0.8, -1.5, 3.6], [0.8, 0.7, -0.4], [0.9, 0.0, -0.5], [-1.0, 0.2, 1.1], [2.0, -0.1, -0.9], [0.6, -0.8, 0.9], [-0.5, -1.4, -2.3], [-0.4, 0.4, -0.5]],
  "nbo_charge": [0.1235, 0.2853, 0.0540, 0.0662, -0.7142, -0.6019, -0.6086, -0.0838, -0.4207, -0.5100, 0.2395, 0.2502, 0.2510, 0.2769, 0.2910, 0.2375, 0.2253, 0.2506, 0.2497, 0.2410, 0.2066, 0.2435, 0.4474]
}


{
  "formula": "C8H13N2",
  "method": "the ωB97M-V functional and the def2-TZVPD basis",
  "e_homo_ev": [-12.317, -13.525],
  "e_above_lowest_kj_mol": 597.1,
  "total_energy_ev": -11475.2996,
  "charge": 1,
  "orbital_gap_ev": [4.46, 8.37],
  "elements": ["C", "C", "C", "C", "C", "C", "C", "C", "N", "N", "H", "H", "H", "H", "H", "H", "H", "H", "H", "H", "H", "H", "H"],
  "coordinates": [[0.77292, 0.15884, -0.41817], [0.54122, 1.38209, -0.00961], [2.20113, -0.29428, -0.72965], [0.31544, 2.59448, 0.37652], [-1.01520, -1.19585, 0.80542], [-2.21040, -0.23111, 0.87847], [-1.51012, -0.12735, -1.28226], [-0.34630, -0.83867, -0.53925], [-2.40606, 0.34962, -0.36095], [2.87381, -0.68867, 0.46854], [2.17233, -1.14315, -1.41619], [2.75884, 0.52067, -1.19399], [0.18980, 3.40442, -0.32479], [0.24370, 2.86255, 1.41884], [-0.34550, -1.07569, 1.65435], [-1.36354, -2.22837, 0.78614], [-3.15367, -0.70004, 1.19945], [-2.09514, 0.58289, 1.61066], [-1.21786, 0.67072, -1.97837], [-2.03821, -0.85705, -1.91649], [0.00216, -1.72560, -1.06635], [2.47943, -1.48057, 0.95235], [3.15120, 0.06010, 1.08532]],
  "forces_ev_per_a": [[0.0, -1.1, -0.5], [-0.1, 0.8, 0.3], [0.3, 0.1, -0.4], [-0.1, 0.0, -0.1], [-0.2, -0.1, 0.1], [0.2, -0.6, 1.1], [0.6, 0.0, -0.3], [0.2, 0.0, 0.3], [-0.9, 1.1, -0.5], [-0.1, 0.0, 0.1], [0.0, 0.2, 0.0], [-0.1, -0.1, 0.0], [0.1, 0.2, -0.3], [-0.1, -0.1, 0.3], [0.0, -0.1, 0.0], [0.1, 0.0, 0.0], [0.0, 0.0, 0.0], [0.0, 0.0, 0.0], [0.0, 0.0, -0.1], [0.0, -0.2, -0.1], [0.0, 0.1, 0.0], [0.1, 0.0, 0.1], [0.0, 0.0, 0.1]],
  "nbo_charge": [-0.0057, 0.1680, -0.2423, -0.4140, -0.4273, -0.3324, -0.3169, -0.2605, -0.0684, -0.7196, 0.2197, 0.2288, 0.2692, 0.2629, 0.2342, 0.2417, 0.2859, 0.2704, 0.2716, 0.3198, 0.2484, 0.3794, 0.3872]
}


{
  "formula": "C8H13N4",
  "method": "the ωB97M-V functional and the def2-TZVPD basis",
  "e_homo_ev": -11.461,
  "e_above_lowest_kj_mol": 499.0,
  "total_energy_ev": -14456.1855,
  "charge": 1,
  "orbital_gap_ev": 7.67,
  "elements": ["C", "C", "C", "C", "C", "C", "C", "C", "N", "N", "N", "N", "H", "H", "H", "H", "H", "H", "H", "H", "H", "H", "H", "H", "H"],
  "coordinates": [[0.01051, -0.88201, -1.36125], [-0.18608, -1.97518, -0.74134], [0.52811, -0.09999, -2.53913], [0.36464, 0.19445, 1.54326], [-1.61645, 1.89706, -0.10238], [0.73906, -2.23987, 1.50413], [0.57608, 1.31436, 0.56420], [-0.22739, 0.54275, -1.46171], [1.24973, -0.94496, 1.40758], [-0.36272, 2.30930, 0.51357], [-1.32469, 1.34287, -1.41758], [-0.09310, -2.68427, 0.30854], [1.60477, 0.00062, -2.59383], [0.05655, -0.25695, -3.50353], [0.54881, 0.64703, 2.53250], [-0.67481, -0.14269, 1.53742], [-2.07178, 1.11833, 0.51609], [-2.30416, 2.73776, -0.18264], [1.55094, -2.96412, 1.60973], [0.06480, -2.32060, 2.36246], [1.60464, 1.59755, 0.38993], [2.01200, -0.81332, 0.76311], [-0.01554, 3.17913, 0.12651], [-1.42218, 1.99053, -2.18911], [-0.61175, -3.54777, 0.41347]],
  "forces_ev_per_a": [[0.0, 0.2, -0.2], [-0.4, -0.4, 0.4], [0.3, 0.2, 0.0], [-0.1, 0.0, 0.4], [-0.3, -0.3, 0.1], [0.3, -0.2, 0.4], [-0.8, -0.5, -1.5], [0.9, 0.4, 1.6], [0.1, 0.2, -0.4], [0.4, 0.1, 0.2], [-0.4, 0.2, -0.4], [0.0, 0.1, -0.3], [0.0, 0.1, 0.0], [-0.2, -0.2, 0.0], [-0.2, 0.0, -0.2], [0.0, 0.1, 0.0], [0.0, 0.2, -0.1], [0.1, -0.1, 0.0], [-0.1, 0.1, 0.0], [0.1, -0.1, -0.1], [0.1, 0.2, 0.0], [0.1, -0.1, 0.0], [0.0, -0.1, 0.0], [0.1, 0.0, 0.1], [-0.1, 0.0, -0.1]],
  "nbo_charge": [-0.1139, 0.3668, -0.3758, -0.2924, -0.0540, -0.0507, 0.0962, 0.1032, -0.6087, -0.5715, -0.5979, -0.5170, 0.2371, 0.2413, 0.2363, 0.2063, 0.1909, 0.2323, 0.2249, 0.2114, 0.2177, 0.3892, 0.3972, 0.4047, 0.4268]
}